Molecular formula: C2H6N2
Method: DFT, wB97M-V/def2-TZVPD

The geometry in XYZ format:
```
10
C2H6N2, DFT wB97M-V/def2-TZVPD
C 1.706 -0.503 -0.076
C -1.760 0.664 -0.040
H 2.069 -1.796 -0.405
H 2.345 -0.096 1.005
H 1.795 0.354 -1.110
H -0.076 -1.432 0.435
H -2.278 -0.003 0.772
H -2.263 1.392 -0.740
N 0.304 -0.387 0.413
N -0.486 0.476 -0.307
```

Properties
Orbital gap = 9.73 eV
Molar mass = 58.08 u